{
  "formula": "C23H41NO9P",
  "method": "wB97M-V/def2-TZVPD",
  "elements": ["C", "C", "P", "C", "N", "C", "C", "O", "C", "C", "H", "H", "H", "H", "H", "H", "H", "H", "H", "H", "H", "H", "H", "H", "H", "H", "H", "O", "C", "O", "C", "C", "C", "H", "H", "H", "H", "H", "H", "O", "C", "O", "C", "C", "C", "H", "H", "H", "H", "H", "H", "O", "C", "O", "C", "C", "C", "H", "H", "H", "H", "H", "H", "O", "C", "O", "C", "C", "C", "H", "H", "H", "H", "H", "H"],
  "coordinates": [[0.822, 1.557, 0.033], [1.011, 0.453, -1.158], [2.133, -1.033, -0.743], [3.837, -0.565, -1.569], [2.403, -1.249, 1.008], [3.231, -0.180, 1.678], [3.790, -0.873, 3.095], [2.747, -1.581, 3.849], [1.390, -1.256, 3.389], [1.112, -1.544, 1.800], [0.220, 2.516, -0.330], [0.372, 1.118, 1.018], [1.904, 1.959, 0.303], [-0.057, 0.104, -1.558], [1.504, 1.033, -2.078], [3.768, -0.550, -2.739], [4.589, -1.402, -1.172], [4.171, 0.449, -1.088], [2.965, -2.150, 1.102], [4.192, 0.151, 1.099], [2.655, 0.789, 1.985], [4.397, -0.083, 3.707], [4.581, -1.686, 2.728], [0.654, -1.974, 3.995], [1.053, -0.155, 3.661], [0.165, -1.024, 1.353], [0.933, -2.719, 1.698], [-1.704, -1.070, 4.938], [-1.657, -1.772, 5.935], [-0.833, -2.850, 6.079], [-1.120, -3.497, 7.318], [-1.784, -2.448, 8.170], [-2.517, -1.611, 7.152], [-1.777, -4.351, 7.122], [-0.191, -3.861, 7.768], [-2.435, -2.868, 8.941], [-1.021, -1.836, 8.667], [-3.514, -2.008, 6.940], [-2.574, -0.564, 7.459], [2.629, 3.713, -0.419], [2.023, 4.764, -0.543], [0.830, 4.892, -1.196], [0.468, 6.271, -1.242], [1.226, 6.920, -0.113], [2.489, 6.100, -0.049], [0.752, 6.675, -2.219], [-0.614, 6.373, -1.118], [1.404, 7.987, -0.271], [0.666, 6.805, 0.824], [3.257, 6.483, -0.727], [2.872, 6.031, 0.971], [-2.450, -3.464, -5.000], [-1.373, -3.419, -4.428], [-0.166, -3.360, -5.064], [0.878, -3.431, -4.094], [0.248, -2.990, -2.798], [-1.175, -3.468, -2.943], [1.243, -4.462, -4.049], [1.702, -2.775, -4.390], [0.755, -3.388, -1.916], [0.262, -1.895, -2.732], [-1.294, -4.500, -2.601], [-1.875, -2.806, -2.430], [-6.181, 1.789, -3.709], [-5.333, 1.162, -4.322], [-4.274, 0.528, -3.740], [-3.430, -0.007, -4.760], [-4.310, -0.137, -5.976], [-5.271, 1.013, -5.812], [-2.596, 0.684, -4.921], [-3.032, -0.974, -4.439], [-3.751, -0.111, -6.915], [-4.860, -1.084, -5.936], [-4.879, 1.936, -6.248], [-6.254, 0.776, -6.226]],
  "atomic_forces_ev_per_a": [[1.014, 0.623, 0.276], [-0.948, 1.930, -0.113], [-0.604, -0.511, -3.920], [0.708, 0.042, 2.029], [1.179, 0.834, 1.367], [1.736, 1.093, 3.324], [1.061, -0.217, -1.608], [-0.503, 1.414, -2.100], [-1.793, 0.138, 0.719], [-0.814, -1.991, 1.054], [1.157, -2.366, 0.766], [0.495, 0.755, -1.990], [-2.543, -0.880, -0.605], [2.415, 0.366, 1.054], [-0.807, -1.402, 2.008], [-0.057, -0.051, 2.480], [-1.482, 1.781, -1.200], [-0.382, -1.698, -1.449], [-0.736, 1.374, -0.322], [-2.066, -0.926, 0.724], [0.644, -2.129, -1.084], [-1.479, -1.403, -0.903], [-1.619, 1.538, 0.963], [1.721, 1.667, -1.371], [0.947, -2.141, -0.558], [2.059, -0.664, 0.943], [0.416, 2.613, 0.003], [0.690, -1.285, 1.102], [-0.384, 0.921, -1.505], [-0.176, 0.859, -0.682], [0.187, -0.763, 0.573], [-0.096, 0.071, 0.913], [0.053, 0.202, 0.450], [0.070, 0.079, -0.023], [-0.092, 0.028, -0.322], [0.162, -0.001, -0.120], [-0.120, -0.141, -0.045], [0.037, 0.172, -0.084], [-0.237, -0.140, -0.348], [-0.944, 1.390, -0.534], [0.917, -1.176, -0.136], [0.875, -0.837, 0.448], [-0.647, 0.700, -0.336], [-0.148, 0.786, 0.463], [-0.114, 0.280, 0.411], [-0.025, -0.088, 0.077], [0.191, -0.247, -0.152], [-0.107, -0.174, -0.015], [0.060, 0.063, -0.170], [0.063, -0.146, 0.110], [0.251, -0.135, -0.328], [2.053, 0.270, 0.534], [-2.010, -0.413, -1.154], [-0.754, 0.106, -0.018], [0.682, -0.084, -0.036], [0.243, 0.086, 0.731], [0.113, 0.332, 0.395], [-0.025, 0.082, -0.023], [-0.176, -0.171, -0.209], [-0.035, 0.112, -0.240], [0.025, -0.201, -0.022], [-0.161, 0.097, -0.043], [-0.171, -0.374, -0.148], [1.661, -1.245, -0.545], [-1.567, 1.453, 1.071], [-0.622, 0.363, 0.200], [0.648, -0.404, -0.040], [0.087, -0.552, -0.795], [-0.091, -0.367, -0.367], [-0.042, 0.019, 0.002], [-0.123, 0.210, 0.107], [-0.017, -0.068, 0.182], [0.181, 0.124, -0.009], [-0.183, 0.014, 0.056], [0.097, 0.406, 0.134]],
  "mulliken_charge": [-0.57, -0.39, 0.14, -1.10, 0.09, -0.48, -0.59, -0.31, 0.05, -0.56, 0.34, 0.15, 0.05, 0.29, 0.37, 0.37, 0.33, 0.29, 0.49, 0.27, 0.28, 0.33, 0.32, 0.05, 0.23, 0.34, 0.32, -0.59, 0.52, -0.35, -0.45, -0.47, -0.39, 0.27, 0.32, 0.32, 0.27, 0.27, 0.29, -0.64, 0.52, -0.35, -0.43, -0.52, -0.39, 0.27, 0.32, 0.33, 0.27, 0.27, 0.29, -0.60, 0.50, -0.35, -0.61, 0.21, -0.48, 0.27, 0.30, 0.52, -0.33, 0.30, 0.26, -0.60, 0.43, -0.31, 0.21, -0.55, -0.31, 0.20, -0.24, 0.36, 0.27, 0.24, 0.28],
  "total_charge": 1,
  "homo_lumo_gap_ev": 8.88,
  "multiplicity": 1,
  "total_energy_ev": -53712.7982
}

{
  "formula": "C23H42GeN5O4SSe2Sn",
  "method": "wB97M-V/def2-TZVPD",
  "elements": ["Sn", "C", "Se", "C", "C", "Se", "C", "H", "H", "H", "H", "H", "H", "H", "H", "H", "H", "C", "C", "C", "C", "C", "C", "C", "S", "O", "O", "N", "C", "C", "O", "O", "H", "H", "H", "H", "H", "H", "H", "H", "H", "C", "N", "C", "N", "C", "N", "C", "N", "C", "C", "H", "H", "H", "H", "H", "H", "H", "H", "H", "H", "H", "H", "C", "Ge", "C", "C", "C", "H", "H", "H", "H", "H", "H", "H", "H", "H", "H", "H"],
  "coordinates": [[0.000, 0.057, 0.758], [-2.467, 2.839, 1.226], [-0.598, 2.665, 1.821], [0.160, 4.224, 0.890], [0.463, 4.054, -0.584], [2.147, 3.021, -0.947], [3.487, 4.155, -0.156], [-2.947, 2.241, 1.981], [-2.679, 2.524, 0.225], [-2.777, 3.866, 1.353], [1.037, 4.448, 1.495], [-0.582, 4.989, 1.027], [0.439, 5.023, -1.085], [-0.329, 3.458, -1.045], [3.869, 4.903, -0.781], [4.280, 3.515, 0.231], [3.021, 4.583, 0.711], [-0.941, -6.969, -1.455], [-1.404, -5.542, -1.469], [-2.770, -5.178, -1.595], [-3.217, -3.873, -1.592], [-2.295, -2.848, -1.449], [-0.933, -3.147, -1.484], [-0.487, -4.463, -1.386], [-2.772, -1.160, -1.200], [-1.896, -0.477, -2.274], [-4.156, -0.938, -1.493], [-2.259, -0.574, 0.172], [-2.941, -1.186, 1.337], [-2.009, -1.401, 2.529], [-2.297, -2.169, 3.387], [-0.906, -0.725, 2.475], [-0.244, -7.145, -2.298], [-1.796, -7.630, -1.654], [-0.385, -7.341, -0.544], [-3.459, -6.002, -1.693], [-4.320, -3.689, -1.735], [-0.340, -2.245, -1.583], [0.592, -4.709, -1.398], [-3.417, -2.109, 0.988], [-3.741, -0.545, 1.629], [1.229, 0.501, 4.165], [1.701, 0.212, 2.770], [2.724, 1.242, 2.385], [3.826, 1.321, 3.355], [3.278, 1.580, 4.726], [2.336, 0.518, 5.084], [3.039, -0.777, 5.038], [3.479, -1.103, 3.721], [2.344, -1.098, 2.769], [4.433, -0.023, 3.358], [0.489, -0.204, 4.503], [0.739, 1.514, 4.104], [2.225, 2.218, 2.338], [3.097, 1.051, 1.368], [2.803, 2.526, 4.827], [4.181, 1.528, 5.317], [2.305, -1.503, 5.445], [3.835, -0.686, 5.808], [1.633, -1.804, 3.225], [2.720, -1.318, 1.800], [4.794, -0.221, 2.355], [5.294, -0.017, 4.058], [-1.536, 2.775, -5.065], [-1.338, 0.900, -4.618], [-2.141, -0.355, -5.799], [0.568, 0.469, -4.650], [-2.260, 0.830, -2.842], [-1.026, 3.052, -6.031], [-0.939, 3.370, -4.342], [-2.581, 3.075, -5.137], [-1.733, -0.209, -6.794], [-3.228, -0.158, -5.839], [-1.974, -1.401, -5.406], [0.891, 0.912, -5.646], [0.685, -0.629, -4.717], [1.137, 0.969, -3.838], [-1.832, 1.582, -2.188], [-3.324, 0.865, -2.937]],
  "atomic_forces_ev_per_a": [[-0.084, -0.440, 0.437], [0.597, 0.251, 0.767], [-0.515, 0.325, -0.409], [0.375, -0.672, 0.014], [0.408, -0.521, -0.001], [-0.997, 0.029, -0.406], [-0.412, -1.032, 1.255], [-0.618, -0.326, -0.044], [0.126, -0.451, -0.428], [0.052, 0.280, 0.136], [-0.016, 0.247, -0.120], [-0.286, 0.426, 0.253], [0.366, -0.050, -0.008], [0.154, -0.033, -0.119], [0.418, 0.920, -1.029], [0.013, -0.024, -0.235], [-0.048, 0.466, 0.440], [0.408, -0.882, -0.265], [-0.314, 1.680, 0.586], [1.213, -1.165, 0.019], [-1.686, 0.296, 0.008], [-0.110, -0.394, -0.213], [-0.253, 0.332, 0.679], [0.294, -0.406, -0.905], [-0.248, 0.778, 0.390], [0.798, -0.135, -0.166], [-0.079, -0.555, 0.264], [0.362, -0.390, -0.734], [0.020, -0.264, -1.042], [-0.549, -0.252, -1.676], [-0.445, -0.741, 1.281], [1.281, 1.005, -0.272], [-0.259, 0.199, 0.353], [0.278, 0.101, 0.300], [-0.814, 0.782, -0.746], [-0.338, 0.081, -0.063], [1.367, 0.009, 0.407], [0.855, -0.474, 0.275], [-0.697, 0.391, 0.098], [0.135, -0.231, 0.725], [-0.726, 0.530, 0.451], [0.012, 1.641, -0.567], [-0.269, 0.641, -0.800], [-0.222, 0.354, 0.692], [-0.875, -0.145, -0.514], [0.599, -1.819, -1.175], [0.377, 0.633, 0.435], [-1.518, 0.069, 2.018], [1.263, 0.496, -0.697], [0.264, 0.197, 2.746], [0.330, -0.097, 0.160], [-0.245, -0.477, -0.270], [0.473, -0.883, 0.341], [-0.025, -0.067, 0.120], [-0.006, -0.241, 0.320], [-0.302, 0.930, -0.213], [-0.088, 0.108, 0.783], [0.475, 0.002, -0.461], [-0.062, -0.378, -0.884], [0.020, -0.137, -0.893], [0.118, -0.544, -0.919], [0.207, -0.027, -0.179], [-0.538, -0.188, -0.346], [1.155, 0.779, -0.912], [0.458, 0.494, 0.295], [-1.102, -0.983, 0.336], [0.178, 0.556, -0.614], [1.276, -0.581, -0.259], [-0.668, -0.557, 0.680], [-0.771, -0.220, -0.065], [0.125, 0.245, 0.212], [0.082, -0.287, -0.120], [0.421, -0.295, -0.113], [-0.149, 1.081, -0.656], [-0.177, -0.542, 1.188], [0.248, 0.624, 0.324], [-0.137, -0.616, -0.520], [-0.296, 0.263, 0.213], [-0.655, 0.281, 0.059]],
  "mulliken_charge": [0.63, -1.03, 0.15, -0.80, -0.37, 0.15, -0.98, 0.30, 0.27, 0.47, 0.36, 0.59, 0.48, -0.16, 0.37, 0.32, 0.26, -1.30, 0.94, -0.69, -0.26, 0.26, -0.55, -1.04, 0.69, 0.01, -0.78, 0.03, -0.48, 0.22, -0.60, -0.23, 0.33, 0.35, 0.30, 0.35, 0.39, 0.56, 0.37, 0.50, 0.36, -0.80, 0.82, -0.26, 0.00, -0.71, 0.14, -0.77, 0.06, -0.96, -0.74, 0.19, 0.20, -0.08, 0.11, 0.30, 0.40, 0.34, 0.34, 0.26, 0.51, 0.37, 0.35, -1.12, 0.38, -1.09, -1.03, -0.49, 0.35, 0.31, 0.38, 0.40, 0.37, 0.32, 0.39, 0.35, 0.25, -0.18, 0.60],
  "total_charge": 1,
  "homo_lumo_gap_ev": 8.23,
  "e_above_lowest_kcal_mol": 42.29,
  "multiplicity": 1,
  "total_energy_ev": -244040.2677
}

{
  "formula": "C23H42NO2PReS4Sb",
  "method": "wB97M-V/def2-TZVPD",
  "elements": ["Re", "S", "Sb", "S", "S", "S", "C", "C", "C", "C", "C", "C", "P", "C", "C", "C", "C", "C", "C", "C", "C", "C", "C", "C", "C", "H", "H", "H", "H", "H", "H", "H", "H", "H", "H", "H", "H", "H", "H", "H", "H", "H", "H", "H", "H", "H", "H", "H", "H", "H", "H", "H", "H", "H", "H", "H", "H", "H", "O", "C", "O", "C", "N", "C", "C", "C", "H", "H", "H", "H", "H", "H", "H", "H", "H"],
  "coordinates": [[-0.637, -0.172, 1.419], [-1.955, -6.234, 5.784], [0.044, -6.662, 5.187], [-0.055, 1.070, 2.910], [-0.374, -2.090, 2.095], [2.045, -7.130, 4.621], [3.194, 0.201, 3.534], [3.202, 1.516, 2.744], [3.505, 1.309, 1.254], [3.040, -0.031, 0.655], [3.435, -1.256, 1.526], [4.073, -0.839, 2.853], [1.367, -0.077, -0.096], [1.228, -1.503, -1.237], [1.119, -2.930, -0.647], [1.893, -3.953, -1.491], [1.676, -3.734, -2.986], [2.100, -2.316, -3.426], [2.415, -1.410, -2.233], [1.134, 1.497, -1.042], [0.454, 2.583, -0.182], [0.082, 3.780, -1.052], [-1.003, 3.398, -2.074], [-0.971, 1.902, -2.416], [0.464, 1.385, -2.437], [2.180, -0.223, 3.586], [3.496, 0.376, 4.565], [3.978, 2.170, 3.143], [2.275, 2.086, 2.891], [4.589, 1.297, 1.126], [3.169, 2.160, 0.662], [3.558, -0.126, -0.312], [4.120, -1.884, 0.954], [2.563, -1.878, 1.751], [5.079, -0.449, 2.690], [4.188, -1.721, 3.482], [0.315, -1.285, -1.803], [0.064, -3.215, -0.623], [1.498, -2.973, 0.378], [1.568, -4.953, -1.205], [2.958, -3.901, -1.255], [0.627, -3.914, -3.232], [2.245, -4.479, -3.539], [1.310, -1.851, -4.020], [2.980, -2.352, -4.068], [2.587, -0.389, -2.581], [3.328, -1.736, -1.731], [2.177, 1.803, -1.184], [1.100, 2.881, 0.646], [-0.477, 2.206, 0.273], [0.983, 4.138, -1.557], [-0.255, 4.601, -0.421], [-0.863, 3.979, -2.985], [-1.988, 3.676, -1.691], [-1.435, 1.724, -3.386], [-1.553, 1.315, -1.691], [1.049, 2.001, -3.123], [0.508, 0.380, -2.847], [-2.863, 2.270, 1.258], [-3.138, 1.291, 0.647], [-2.300, 0.175, 0.619], [-4.401, 1.072, -0.150], [-5.132, 2.384, -0.272], [-6.613, 2.042, -0.279], [-6.686, 0.942, 0.762], [-5.410, 0.108, 0.540], [-4.148, 0.730, -1.154], [-4.855, 2.913, -1.102], [-4.910, 2.971, 0.540], [-6.853, 1.695, -1.282], [-7.183, 2.940, -0.056], [-7.587, 0.346, 0.641], [-6.707, 1.368, 1.765], [-5.592, -0.743, -0.113], [-5.017, -0.273, 1.481]],
  "atomic_forces_ev_per_a": [[-0.152, 0.147, -0.313], [-0.064, 0.018, 0.016], [0.055, -0.356, 0.234], [0.123, 0.229, 0.239], [0.042, -0.071, -0.117], [0.026, -0.003, -0.011], [-0.046, -0.030, -0.017], [0.021, -0.006, -0.002], [-0.015, -0.002, 0.038], [0.002, -0.035, -0.025], [0.035, 0.004, -0.025], [0.010, -0.005, -0.019], [0.015, 0.036, -0.032], [0.016, 0.000, -0.013], [0.014, -0.001, 0.013], [-0.001, -0.011, -0.011], [0.016, 0.002, -0.002], [-0.004, 0.000, 0.000], [-0.027, 0.017, -0.005], [0.019, 0.010, 0.004], [0.025, 0.013, 0.009], [-0.002, 0.005, 0.002], [-0.009, 0.008, 0.008], [0.003, 0.002, -0.008], [-0.020, -0.012, 0.023], [0.000, 0.016, 0.047], [0.042, 0.007, -0.012], [-0.027, 0.024, 0.016], [-0.016, -0.022, -0.020], [-0.001, -0.005, -0.006], [0.008, 0.005, 0.003], [0.037, 0.043, 0.015], [-0.039, -0.041, -0.002], [-0.020, 0.043, 0.034], [-0.004, 0.014, 0.013], [0.008, -0.009, -0.015], [-0.008, -0.028, 0.000], [0.000, 0.000, 0.015], [0.006, 0.002, -0.008], [0.009, -0.004, -0.004], [-0.002, 0.010, 0.006], [-0.010, 0.023, 0.024], [-0.028, -0.009, -0.018], [0.013, -0.007, -0.022], [0.017, -0.004, 0.022], [0.004, 0.005, 0.012], [0.001, -0.005, -0.008], [0.005, -0.017, -0.030], [-0.021, -0.002, 0.015], [-0.013, -0.007, -0.024], [-0.001, -0.018, -0.017], [0.019, 0.011, -0.004], [-0.005, 0.004, 0.001], [0.002, -0.008, 0.011], [0.003, -0.004, -0.002], [0.002, 0.004, 0.004], [-0.002, 0.008, 0.007], [0.010, -0.001, -0.012], [-0.020, 0.004, 0.006], [0.022, -0.034, -0.011], [-0.066, 0.033, -0.007], [-0.017, 0.012, -0.008], [-0.008, -0.003, 0.000], [0.002, -0.004, 0.003], [0.000, -0.002, 0.000], [0.001, 0.003, 0.008], [0.019, -0.001, 0.006], [-0.007, -0.007, -0.007], [0.009, 0.006, -0.005], [0.001, 0.001, -0.002], [-0.003, -0.002, 0.002], [-0.002, -0.001, 0.011], [0.007, 0.008, -0.004], [-0.009, 0.011, -0.013], [0.000, -0.018, -0.008]],
  "mulliken_charge": [1.25, -0.16, 1.32, 0.15, 0.09, -0.15, -0.24, -0.86, -1.21, 0.46, -0.36, -1.29, -1.45, 0.96, -0.78, -1.10, -0.68, -0.86, -1.60, 0.42, 0.36, -1.15, -0.59, -0.54, -0.91, 0.03, 0.45, 0.51, 0.14, 0.57, 0.55, 0.80, 0.22, 0.08, 0.45, 0.51, 0.65, 0.45, 0.19, 0.48, 0.37, 0.33, 0.40, 0.26, 0.47, 0.64, 0.52, 0.89, 0.14, -0.50, 0.37, 0.47, 0.43, 0.12, 0.64, -0.21, 0.54, 0.13, -0.50, 0.30, -0.42, 0.00, -0.14, -0.59, -0.72, -0.62, 0.53, 0.35, 0.43, 0.35, 0.41, 0.38, 0.33, 0.39, 0.35],
  "total_charge": 4,
  "homo_lumo_gap_ev": 6.16,
  "e_above_lowest_kcal_mol": 46.47,
  "multiplicity": 1,
  "total_energy_ev": -91375.4226
}